Entry 1:
ORCA calculation (wB97M-V/def2-TZVPD) on a cluster of 2 separate species, C8H12Br2FN2O13P3S2 in total.

```
43
Properties=species:S:1:pos:R:3:forces:R:3:lowdin_charge:R:1
N -1.91673 1.03221 2.39789 -0.16 -0.02 0.04 0.008
C -1.35648 1.27562 1.10499 0.03 -0.16 0.50 -0.513
P 0.27003 2.36345 1.33949 -0.01 -0.46 -0.42 0.702
O 1.07173 1.28303 2.30100 -0.01 0.41 0.25 -0.395
Br -0.41735 3.77699 2.90629 -0.03 0.06 -0.02 0.400
C -2.26767 2.08794 0.09903 0.44 0.60 0.36 -0.577
O -1.49328 3.27995 -0.14518 0.08 -0.16 -0.14 -0.281
N -1.98134 4.00363 -1.33388 -0.02 -0.20 -0.03 0.040
O -1.11415 4.58009 -1.81558 -0.02 0.24 0.11 0.140
P -4.04827 2.81545 0.41812 -0.02 -0.38 -0.41 0.636
O -3.48852 4.15911 1.17079 -0.20 -0.11 0.03 -0.404
Br -5.05494 1.82658 2.15448 0.03 0.04 0.11 0.263
O -2.21618 1.38979 -1.14023 -0.10 0.19 0.03 -0.001
C -1.05869 0.64837 -1.13244 -0.31 -0.06 0.08 -0.497
O -0.31778 0.57220 -2.05600 0.04 -0.11 -0.10 0.188
C -0.97715 0.01020 0.24928 0.29 0.21 -0.54 -0.320
C 0.39180 -0.66555 0.39099 0.02 -0.06 0.11 -0.083
C 0.81699 -1.11011 1.76627 0.11 0.22 -0.37 -0.495
O 0.17134 -1.40081 2.70198 -0.24 -0.17 0.40 0.173
F 2.17008 -1.21830 1.80414 0.03 -0.17 -0.08 0.089
P -2.26178 -1.37033 0.06794 -0.36 -0.08 0.02 0.253
O -1.75385 -2.59142 0.96463 0.11 0.06 -0.14 -0.169
O -1.99923 -1.82665 -1.45312 0.15 -0.17 0.27 -0.164
S -4.07601 -0.92711 0.40332 0.12 0.04 0.01 0.389
H -1.19181 0.87100 3.08734 -0.05 -0.10 -0.07 0.056
H -2.54615 0.23505 2.40560 -0.04 0.10 -0.02 0.027
H 1.16505 1.56254 3.22048 -0.01 -0.10 0.01 0.049
H -4.25252 4.65211 1.50133 0.13 0.07 0.03 0.051
H 0.34835 -1.57629 -0.21343 0.44 0.07 -0.05 0.088
H 1.19605 -0.06877 -0.04273 -0.14 0.06 0.02 0.124
H -1.07174 -3.15500 0.57676 -0.02 -0.02 0.09 0.092
H -1.14362 -2.24443 -1.64254 -0.03 0.12 -0.14 0.077
O 2.87756 -4.35747 -3.06712 -0.10 0.01 -0.02 -0.198
S 2.60132 -3.24639 -2.23559 0.08 0.10 0.02 0.595
O 1.32622 -3.10963 -1.61440 -0.25 -0.12 0.07 -0.239
O 2.95022 -1.91129 -3.02012 0.13 -0.08 -0.09 -0.177
C 3.88067 -1.10999 -2.27059 -0.04 0.15 0.21 -0.141
C 4.68351 -2.12802 -1.48337 0.18 0.00 -0.17 -0.144
O 3.70179 -3.10745 -1.09818 -0.06 0.11 0.07 -0.183
H 3.31806 -0.44128 -1.61745 0.01 -0.01 0.01 0.128
H 4.48311 -0.52814 -2.96174 -0.06 -0.08 -0.11 0.139
H 5.14080 -1.71602 -0.58888 -0.12 -0.07 0.09 0.138
H 5.44055 -2.61489 -2.09959 0.00 0.02 -0.01 0.136
```
Forces are in eV/Å.

Properties
Highest occupied orbital energy in eV: -8.86
Total charge: 0

Entry 2:
ORCA calculation (wB97M-V/def2-TZVPD) on a cluster of 2 separate species, C8H12BrFN3 in total in a non-equilibrium geometry.

```
25
Properties=species:S:1:pos:R:3:forces:R:3:lowdin_charge:R:1
C 0.14273 4.09698 1.08854 1.73 -1.82 -0.58 -0.171
C 1.02979 3.99037 0.22613 -2.50 0.85 2.07 -0.689
C -1.42215 0.89963 -2.69183 4.72 -1.24 5.55 -0.059
C -0.68133 0.16540 -0.48557 1.21 -4.08 0.83 -0.383
C -2.07975 1.25609 -3.72496 -3.57 -0.73 -4.23 0.112
C -1.77404 -1.89494 0.66555 0.75 -0.95 -0.02 -0.086
C 1.46636 0.47939 1.72233 0.33 -4.85 -1.00 0.021
C -0.74498 -1.37987 -0.34058 1.86 -0.66 -0.49 -0.175
N -0.77866 0.42701 -1.74659 -2.94 2.42 -3.42 0.178
N -0.52852 1.05802 0.44269 0.10 1.57 -0.04 0.116
N -0.00989 0.53446 1.66194 -1.12 -0.51 0.36 -0.043
F -0.53923 3.59577 2.11965 0.65 0.98 -1.32 0.045
Br 2.06956 4.36824 -1.17685 0.17 -0.01 -0.15 0.802
H -2.68145 0.42630 -4.22358 0.00 1.40 0.34 0.117
H -2.15579 2.26266 -4.06560 0.30 0.59 -0.83 0.079
H -1.62586 -1.47309 1.70150 -0.10 -1.09 -0.81 0.081
H -1.63902 -2.99803 0.55235 -0.20 0.72 1.09 0.106
H -2.80021 -1.72900 0.46412 -0.98 0.57 -0.59 0.067
H 1.83638 1.41129 1.48894 0.90 2.12 -0.06 0.051
H 1.80575 -0.01176 2.71756 -0.58 1.12 -1.76 0.147
H 1.70883 -0.22048 0.81101 0.08 1.21 1.95 0.133
H -0.77560 -1.87038 -1.40921 -0.51 1.09 2.19 0.160
H 0.20907 -1.82155 0.04017 -0.23 0.50 -0.16 0.102
H -0.43182 -0.42082 1.82519 0.55 1.30 0.55 0.135
H -0.26803 1.26455 2.32408 -0.65 -0.52 0.52 0.157
```
Forces are in eV/Å.

Properties
Highest occupied orbital energy (alpha / beta) in eV: -9.04 / -12.52
Total charge: +1
2S+1: 3

Entry 3:
ORCA calculation (wB97M-V/def2-TZVPD) on a structure of composition C8H12CaN2P in a non-equilibrium geometry.

```
24
Properties=species:S:1:pos:R:3:forces:R:3:lowdin_charge:R:1
C 0.17377 -2.94804 -0.95424 0.12 -0.50 -0.88 -0.286
C 1.48238 -2.40612 -0.84779 -0.41 0.34 -0.12 -0.232
C 1.55889 -1.27194 -1.70354 -0.69 -0.24 0.27 -0.236
C 0.29641 -1.13923 -2.35585 0.10 -0.37 -0.12 -0.290
C -0.55070 -2.21016 -1.94082 0.52 0.16 0.38 -0.276
Ca -0.43222 -0.62725 0.06973 0.03 0.17 -0.43 0.562
P -0.83670 -1.52852 2.62297 -0.45 0.14 0.52 0.494
H -0.15832 -3.88088 -0.49515 0.04 0.40 -0.03 0.078
H 2.27762 -2.80807 -0.22005 -0.24 0.24 -0.16 0.077
H 2.39872 -0.58811 -1.78807 -0.14 -0.19 -0.05 0.074
H -1.59096 -2.37691 -2.23410 0.49 0.06 0.06 0.077
H 0.01319 -0.33942 -3.03870 0.11 -0.23 0.06 0.072
H -0.42076 -0.55620 3.60160 -0.22 -0.43 -0.01 -0.167
H -0.30877 -2.76711 3.10138 0.02 -0.17 0.37 -0.199
H -2.25768 -1.62707 2.85430 0.53 -0.01 0.17 -0.182
N 0.24526 2.49991 -0.65345 -0.36 -0.19 -0.19 -0.082
C 0.10452 3.78938 -0.23126 0.04 0.23 0.71 -0.187
C -0.46288 3.72126 1.06138 0.10 0.30 -0.45 -0.143
C -0.63136 2.36607 1.33850 -0.15 -0.06 -0.21 -0.254
N -0.18964 1.62381 0.29671 0.62 -0.60 0.10 -0.231
H 0.61828 2.13775 -1.52978 -0.29 0.34 0.54 0.123
H 0.42244 4.57969 -0.89719 -0.14 0.14 0.38 0.074
H -0.72427 4.53743 1.73403 0.14 -0.19 -0.42 0.077
H -1.02723 1.81974 2.20939 0.21 0.68 -0.50 0.059
```
Forces are in eV/Å.

Properties
Highest occupied orbital energy (alpha / beta) in eV: 0.14 / 0.18
Total charge: -1

Entry 4:
ORCA calculation (wB97M-V/def2-TZVPD) on a structure of composition C8H12Cl2CuN2O in a non-equilibrium geometry.

```
26
Properties=species:S:1:pos:R:3:forces:R:3:lowdin_charge:R:1
Cu -1.59086 0.87386 1.88066 -0.49 0.36 0.49 0.676
Cl -1.28749 4.99578 1.56722 0.03 -0.65 -0.02 -0.870
Cl -3.91407 -0.76232 4.61385 0.51 0.24 -0.58 -0.834
C 3.69822 -1.93428 1.67901 -0.23 -1.45 1.16 -0.022
C 3.34593 -0.52461 1.97917 0.03 0.68 -1.94 -0.539
O 2.27386 -0.08486 1.55458 0.91 0.41 1.13 0.032
N 4.36061 0.23902 2.50243 -1.05 -2.85 0.45 -0.027
C 4.21185 1.61208 2.66569 0.11 1.83 -0.99 -0.104
H 2.84953 -2.46286 1.24492 0.17 0.38 -0.44 0.085
H 3.78090 -2.42982 2.64633 0.44 -0.25 0.21 0.080
H 4.62756 -2.10451 1.13546 -0.12 0.25 -0.07 0.083
H 5.18730 -0.20468 2.87635 -0.41 -0.14 -0.16 0.137
H 3.30827 1.96672 3.16154 0.19 -0.31 0.55 0.098
H 4.09263 1.96619 1.64173 0.21 0.88 0.02 0.093
H 5.15291 1.95316 3.09717 -0.39 0.59 0.07 0.091
N -3.28620 -0.25378 -1.52183 -0.14 0.80 -0.20 0.058
C -4.51879 0.00793 -1.97368 -0.50 -1.05 -0.59 -0.138
C -4.88625 -0.07804 -3.32070 1.16 -0.01 0.62 -0.069
C -3.86551 -0.28549 -4.25060 -1.22 -0.63 0.19 -0.094
C -2.56936 -0.53329 -3.82747 -1.35 0.55 0.13 -0.068
C -2.35875 -0.47757 -2.44230 0.89 0.34 -1.25 -0.163
H -5.32105 0.16622 -1.26818 0.22 0.09 0.47 0.104
H -5.92924 -0.08093 -3.60108 0.01 0.43 -0.08 0.097
H -4.20909 -0.36020 -5.27176 0.50 0.01 -0.35 0.097
H -1.83901 -0.72563 -4.59949 0.49 0.01 0.45 0.098
H -1.31391 -0.47809 -2.16898 0.06 -0.50 0.74 0.098
```
Forces are in eV/Å.

Properties
Highest occupied orbital energy in eV: -4.63
Total charge: -1

Entry 5:
ORCA calculation (wB97M-V/def2-TZVPD) on a structure of composition C8H12Cl2GaN2O3RhS in a non-equilibrium geometry.

```
30
Properties=species:S:1:pos:R:3:forces:R:3:lowdin_charge:R:1
Ga -0.00115 -0.64682 -4.77682 0.02 0.75 0.68 0.379
Rh -0.13273 -0.02588 -1.92664 0.09 -1.26 0.65 0.400
Cl 0.23637 1.41739 -3.74795 0.07 -0.88 -1.24 0.354
Cl -0.46089 -2.34026 -3.41801 0.38 1.64 -0.98 0.450
C -0.75968 -1.28953 -0.75924 -3.86 -1.77 4.19 -0.324
C -0.28148 -0.56836 -6.88364 -2.07 2.33 -4.35 -0.126
C 0.34900 -1.95554 -7.02890 1.01 -1.15 -4.25 -0.026
O -1.42097 -1.84264 0.01990 2.88 1.50 -3.01 0.217
O -0.55194 0.19863 -7.82509 1.55 -2.73 4.47 0.381
O 0.52255 -2.51949 -8.05487 -0.52 1.03 3.48 0.358
C -1.32686 2.50191 1.67971 -1.39 -0.26 0.26 0.015
N -0.61526 1.35652 2.22570 1.51 1.90 -0.37 -0.046
C -0.17565 1.51583 3.62852 -0.09 0.00 0.86 0.057
C 0.16349 0.63143 1.37836 -0.46 -1.35 0.60 -0.562
S 0.54513 1.21376 -0.24025 0.20 0.85 -0.18 0.870
N 0.69445 -0.50112 1.86103 -0.93 0.71 0.20 -0.087
C 0.09135 -1.20588 3.02619 -0.38 -0.29 0.30 0.060
C 1.80187 -1.08774 1.16837 0.98 -0.86 0.76 0.007
H -2.02645 2.87868 2.44380 0.21 -0.18 -0.22 0.151
H -1.87515 2.16832 0.79900 0.00 0.28 -0.08 0.110
H -0.65044 3.33115 1.44006 0.27 -0.07 -0.01 0.150
H -0.77718 0.86057 4.27882 0.13 0.44 -0.03 0.140
H 0.89097 1.28938 3.71733 -0.23 -0.19 0.00 0.133
H -0.29640 2.56055 3.94906 -0.35 -0.27 -0.31 0.148
H 0.20214 -2.30342 2.92607 0.11 0.59 -0.27 0.149
H 0.62323 -0.91224 3.94935 -0.04 -0.22 -0.36 0.143
H -0.98642 -0.94983 3.10794 0.78 -0.24 -0.08 0.132
H 1.47760 -1.44324 0.20037 0.21 -0.03 -0.40 0.077
H 2.64919 -0.38065 1.10133 -0.39 -0.19 -0.19 0.153
H 2.09132 -1.95151 1.76049 0.31 -0.08 -0.12 0.135
```
Forces are in eV/Å.

Properties
Highest occupied orbital energy (alpha / beta) in eV: -23.17 / -23.70
Total charge: +4
Energy relative to the best compared isomer or geometry (same formula, charge and spin) in eV: 1.4982
2S+1: 5

Entry 6:
ORCA calculation (wB97M-V/def2-TZVPD) on a structure of composition C8H12F3IO7V in a non-equilibrium geometry.

```
32
Properties=species:S:1:pos:R:3:forces:R:3:lowdin_charge:R:1
O 4.22293 0.42515 1.43016 1.34 0.73 -0.98 -0.304
V 5.41895 0.60970 0.41318 -0.27 0.08 0.20 1.147
O 5.97142 2.08866 0.39222 -0.88 -1.36 0.41 -0.307
I 8.88827 -2.57252 2.56818 -0.43 0.42 -0.27 -0.709
C 3.07677 -0.00369 -4.51590 2.54 -0.06 1.72 -0.426
O 2.70808 1.15421 -3.76653 -2.44 1.49 -1.17 -0.128
O 4.29559 -0.33634 -3.88147 -3.04 -0.91 -1.85 -0.236
C 1.78787 -1.03213 -4.69648 2.36 -0.11 3.42 -0.654
F 2.09092 -2.27366 -5.04047 1.21 -0.93 -1.12 0.141
F 1.05526 -1.19493 -3.61435 -0.12 -0.24 3.86 0.125
F 0.86014 -0.61343 -5.45966 -1.75 2.12 -4.76 0.166
C 1.85359 2.11976 -4.45533 -0.26 1.04 2.40 -0.219
C 1.26614 3.13011 -3.35461 0.12 -0.29 -1.08 -0.077
H 0.67905 2.72728 -2.52930 -0.11 -0.46 -0.37 0.060
H 1.98145 3.79887 -2.87588 0.79 -0.54 -0.13 0.054
H 0.68113 3.87142 -3.89897 -0.57 -0.17 -0.12 0.051
H 1.07930 1.70256 -5.09916 -0.33 -0.49 0.64 0.096
H 2.31935 2.82199 -5.14672 1.20 -0.28 -0.10 0.096
H 3.14861 0.33652 -5.54894 0.65 -0.03 -0.70 0.124
C -5.10510 -1.25199 5.80313 0.48 0.56 0.01 -0.043
C -4.26807 -0.68939 4.65592 -1.72 -2.05 0.58 -0.293
C -2.86782 -1.30350 4.61782 -0.44 1.09 -1.29 -0.050
O -2.85897 -1.94415 3.29956 2.16 0.11 1.00 0.080
C -3.98920 -1.79374 2.63817 -2.30 -1.08 1.27 -0.583
O -4.29338 -2.24877 1.58643 0.70 0.35 -0.50 0.172
O -4.93520 -1.30426 3.50321 0.90 1.84 -0.28 0.045
H -4.61068 -1.02239 6.74702 -0.24 0.08 0.21 0.084
H -5.18872 -2.33384 5.69963 -0.08 0.08 0.00 0.095
H -6.07857 -0.76715 5.72975 -0.09 -0.27 0.37 0.086
H -4.38121 0.39379 4.70087 0.47 0.02 -0.71 0.148
H -2.71131 -1.96096 5.47301 0.06 -0.56 -0.56 0.129
H -2.09652 -0.53334 4.62563 0.11 -0.18 -0.11 0.131
```
Forces are in eV/Å.

Properties
Highest occupied orbital energy in eV: -5.01
Total charge: -1
Energy relative to the best compared isomer or geometry (same formula, charge and spin) in eV: 8.4575